Record 1
C43H63F5N6O5 | ωB97M-V/def2-TZVPD

Positions of all 122 atoms, in Å:
C 1.986 -4.870 -0.726
O 2.681 -3.653 -1.088
C 1.742 -2.738 -1.663
C 2.507 -1.384 -1.913
C 2.096 -0.397 -0.742
C 2.899 -0.672 0.583
C 2.040 -0.633 1.891
C 1.321 -2.032 2.130
C 0.059 -1.812 3.028
C -0.955 -3.009 3.024
C -1.433 -3.447 1.597
C -2.313 -2.408 0.874
C -1.679 -1.175 0.478
C -2.333 -0.109 -0.240
C -1.614 1.190 -0.670
C -0.718 1.790 0.464
O -1.410 2.858 1.178
C -1.364 2.652 2.532
O -2.248 3.096 3.202
C -3.707 -0.311 -0.582
C -4.368 -1.547 -0.168
C -3.716 -2.596 0.546
C -4.476 -3.883 0.901
F -5.820 -3.791 0.879
F -4.139 -4.218 2.213
C -3.987 -5.145 0.026
F -3.145 -4.783 -0.959
F -5.086 -5.722 -0.513
F -3.420 -6.081 0.830
C -5.802 -1.331 -0.704
O -6.884 -1.657 -0.353
N -5.640 -0.443 -1.864
C -4.713 0.561 -1.378
O -4.705 1.730 -1.578
H 0.899 -4.697 -0.925
H 2.331 -5.659 -1.445
H 2.159 -5.138 0.336
H 0.860 -2.564 -0.988
H 1.344 -3.135 -2.631
H 3.612 -1.557 -1.874
H 2.301 -0.944 -2.916
H 0.986 -0.477 -0.642
H 2.305 0.636 -1.120
H 3.677 0.132 0.663
H 3.476 -1.628 0.489
H 2.683 -0.376 2.770
H 1.267 0.169 1.758
H 1.100 -2.424 1.111
H 2.088 -2.698 2.585
H -0.411 -0.842 2.728
H 0.417 -1.689 4.082
H -0.542 -3.850 3.634
H -1.859 -2.662 3.595
H -0.532 -3.607 0.947
H -1.899 -4.456 1.681
H -0.609 -1.034 0.709
H -0.951 0.961 -1.541
H -2.361 1.959 -0.963
H -0.354 1.041 1.197
H 0.154 2.280 -0.035
H -0.552 2.088 3.056
H -5.389 -0.889 -2.742
C 7.825 2.767 0.364
C 6.596 3.476 -0.194
C 5.335 2.608 -0.151
C 5.534 1.384 -0.965
N 5.687 0.440 -1.597
H 8.080 1.883 -0.222
H 8.691 3.432 0.341
H 7.663 2.458 1.400
H 6.799 3.781 -1.224
H 6.418 4.388 0.382
H 4.483 3.160 -0.547
H 5.103 2.319 0.876
C 1.121 -9.519 -0.400
C -0.169 -9.656 0.402
C -0.978 -8.357 0.455
C -0.182 -7.286 1.100
N 0.436 -6.459 1.598
H 1.798 -8.790 0.050
H 1.650 -10.473 -0.435
H 0.914 -9.208 -1.427
H 0.076 -9.980 1.417
H -0.785 -10.440 -0.045
H -1.896 -8.507 1.026
H -1.255 -8.037 -0.552
C -4.421 3.965 -6.227
C -4.288 3.339 -4.843
C -2.980 3.718 -4.140
C -1.811 3.255 -4.927
N -0.906 2.898 -5.534
H -3.636 3.618 -6.903
H -5.378 3.694 -6.676
H -4.370 5.055 -6.171
H -4.357 2.253 -4.936
H -5.127 3.662 -4.222
H -2.942 3.257 -3.150
H -2.914 4.800 -4.013
C 0.339 5.627 -2.656
C 1.650 5.399 -3.401
C 1.959 3.916 -3.621
C 2.077 3.221 -2.317
N 2.169 2.681 -1.309
H 0.367 5.199 -1.651
H 0.145 6.695 -2.547
H -0.501 5.182 -3.196
H 2.464 5.867 -2.840
H 1.601 5.899 -4.371
H 2.896 3.801 -4.168
H 1.166 3.442 -4.206
C 0.512 7.005 6.712
C -0.700 6.317 6.093
C -0.427 4.862 5.703
C 0.663 4.797 4.699
N 1.502 4.746 3.920
H 1.346 7.060 6.009
H 0.263 8.028 7.000
H 0.850 6.474 7.606
H -1.017 6.881 5.212
H -1.528 6.344 6.805
H -1.325 4.410 5.278
H -0.137 4.279 6.580

- structure (SMILES) = COCCCCCCCCCc1cc(CCOC=O)c2c(c1C(F)(F)C(F)(F)F)C(=O)NC2=O.CCCC#N.CCCC#N.CCCC#N.CCCC#N.CCCC#N
- DFT total energy (a.u.) = -2880.2595
- HOMO (eV) = -9.31
- LUMO energy (Ha) = -0.016

These are the Löwdin partial charges, in e, on atoms 1 to 2: C -0.111; O -0.214

Record 2
C43H64GaN9O2P | ωB97M-V/def2-TZVPD

Positions of all 120 atoms, in Å:
C 0.836 3.126 -3.560
C 1.135 2.094 -4.802
C 2.089 2.848 -5.928
C -0.185 1.351 -5.423
C -0.965 0.629 -4.134
C -1.293 2.361 -6.108
O -0.816 3.098 -7.278
Ga -1.130 4.954 -7.207
P -1.535 5.867 -5.102
C -0.373 7.390 -4.772
O -3.226 6.413 -5.100
H -0.131 3.778 -3.679
H 0.758 2.588 -2.501
H 1.796 3.832 -3.486
H 1.821 1.229 -4.349
H 1.895 2.352 -6.972
H 1.733 3.974 -6.016
H 3.233 2.757 -5.683
H 0.153 0.505 -6.194
H -1.474 1.459 -3.456
H -1.865 0.014 -4.617
H -0.241 -0.083 -3.522
H -2.170 1.649 -6.497
H -1.759 3.000 -5.250
H 0.232 5.667 -7.753
H -2.265 5.387 -8.295
H -0.620 8.313 -5.446
H 0.733 6.997 -4.907
H -0.484 7.637 -3.611
H -3.734 5.608 -4.761
N -2.596 -1.781 -1.508
C -3.797 -2.332 -1.873
C -3.548 -3.574 -2.413
C -2.149 -3.782 -2.366
C -1.586 -2.660 -1.800
H -2.475 -0.869 -1.088
H -4.723 -1.794 -1.719
H -4.295 -4.258 -2.797
H -1.610 -4.656 -2.708
H -0.556 -2.412 -1.582
N -2.286 -0.843 1.725
C -3.089 -0.167 2.607
C -2.285 0.377 3.584
C -0.950 0.021 3.277
C -0.979 -0.729 2.123
H -2.607 -1.346 0.908
H -4.161 -0.132 2.464
H -2.624 0.967 4.425
H -0.062 0.285 3.838
H -0.184 -1.192 1.553
N 0.463 9.533 -8.620
C 1.667 9.797 -9.219
C 2.089 8.648 -9.851
C 1.101 7.658 -9.630
C 0.108 8.233 -8.869
H -0.078 10.194 -8.079
H 2.121 10.776 -9.144
H 3.007 8.536 -10.412
H 1.114 6.637 -9.988
H -0.819 7.828 -8.484
N 2.665 0.586 4.836
C 3.060 1.396 3.803
C 4.058 0.747 3.111
C 4.268 -0.501 3.745
C 3.392 -0.575 4.805
H 1.948 0.810 5.514
H 2.600 2.363 3.650
H 4.578 1.130 2.243
H 4.980 -1.264 3.459
H 3.225 -1.352 5.539
N 2.402 -4.403 4.935
C 1.920 -5.649 5.239
C 0.657 -5.760 4.699
C 0.371 -4.540 4.043
C 1.466 -3.721 4.202
H 3.307 -4.043 5.209
H 2.514 -6.348 5.812
H 0.013 -6.627 4.770
H -0.537 -4.285 3.510
H 1.659 -2.713 3.858
N -0.585 2.662 6.123
C -1.451 1.939 6.901
C -2.165 2.824 7.677
C -1.718 4.127 7.352
C -0.744 3.997 6.387
H 0.069 2.271 5.457
H -1.485 0.860 6.836
H -2.927 2.560 8.400
H -2.069 5.059 7.776
H -0.151 4.739 5.869
N 5.952 -5.113 4.866
C 6.750 -4.309 4.095
C 8.035 -4.391 4.583
C 8.012 -5.279 5.685
C 6.714 -5.713 5.835
H 4.957 -5.244 4.740
H 6.337 -3.749 3.267
H 8.896 -3.868 4.188
H 8.852 -5.572 6.301
H 6.268 -6.393 6.548
N -1.339 -3.036 7.769
C -2.092 -3.400 8.855
C -3.052 -2.432 9.051
C -2.876 -1.454 8.044
C -1.814 -1.853 7.264
H -0.557 -3.559 7.398
H -1.879 -4.312 9.396
H -3.799 -2.432 9.834
H -3.462 -0.555 7.902
H -1.355 -1.398 6.397
N -4.835 -7.345 -3.807
C -4.440 -6.536 -4.840
C -3.442 -7.185 -5.532
C -3.232 -8.433 -4.898
C -4.108 -8.507 -3.838
H -5.552 -7.121 -3.130
H -4.900 -5.569 -4.993
H -2.922 -6.802 -6.401
H -2.520 -9.196 -5.184
H -4.275 -9.284 -3.104

- DFT total energy (a.u.) = -4586.1376
- HOMO (eV) = -3.74
- net charge = -1
- LUMO energy (Ha) = 0.051

These are the Löwdin partial charges, in e, on atoms 1 to 2: C -0.132; C -0.366